Entry 1:
Here is a structure of composition C37H57BBrN5NiOP2 from the Open Molecules 2025 dataset. Energies are from wB97M-V/def2-TZVPD.

Last column: Löwdin charge in e.
Geometry (Å):
1 Ni 0.09494 0.00681 1.00127  0.13
2 C -2.89833 -1.32108 -0.86656  -0.11
3 C -3.17513 -1.78949 0.57220  -0.68
4 C -3.73224 -3.21812 0.50197  -0.08
5 C -4.22978 -0.86231 1.17370  -0.09
6 P -1.53730 -1.63989 1.47220  1.10
7 C -0.65386 -3.13586 0.85660  -0.28
8 N 0.76211 -2.84724 0.91101  -0.04
9 B 1.36583 -1.51714 0.93742  -0.55
10 N 2.77473 -1.79443 1.00981  -0.02
11 C 3.91608 -0.90463 0.97381  -0.30
12 P 3.50336 0.77640 0.29314  1.12
13 C 3.93673 0.53514 -1.52353  -0.71
14 C 5.39368 0.26549 -1.88909  -0.09
15 C 3.44469 1.76324 -2.29668  -0.11
16 C 3.08183 -0.66404 -1.97002  -0.10
17 C 4.85335 1.78292 1.12905  -0.71
18 C 4.32520 2.02597 2.55124  -0.13
19 C 4.96237 3.13806 0.42489  -0.11
20 C 6.25125 1.16340 1.22199  -0.09
21 C 2.98180 -3.16466 1.14110  -0.17
22 C 4.15028 -3.89002 1.29304  -0.02
23 C 4.05730 -5.27826 1.37700  -0.11
24 C 2.83011 -5.92232 1.30011  -0.11
25 C 1.65049 -5.19828 1.13681  -0.02
26 C 1.73624 -3.82033 1.06969  -0.18
27 C -1.72611 -1.95136 3.30324  -0.68
28 C -0.31068 -2.17513 3.85959  -0.09
29 C -2.59140 -3.15955 3.66029  -0.09
30 C -2.31221 -0.70259 3.97412  -0.10
31 H -3.76182 -1.57260 -1.48608  0.08
32 H -2.02906 -1.80968 -1.31000  0.08
33 H -2.74054 -0.24434 -0.91459  0.06
34 H -4.71532 -3.18138 0.02609  0.09
35 H -3.85561 -3.68612 1.47504  0.06
36 H -3.10582 -3.86544 -0.10965  0.08
37 H -5.08026 -0.80548 0.48900  0.08
38 H -3.84741 0.15021 1.31385  0.07
39 H -4.60176 -1.22632 2.13107  0.07
40 H -0.98439 -3.33399 -0.16907  0.09
41 H -0.90966 -4.02221 1.44531  0.09
42 H 4.68586 -1.36504 0.34425  0.08
43 H 4.35246 -0.80192 1.97049  0.09
44 H 6.02014 1.14381 -1.73409  0.07
45 H 5.46260 -0.00057 -2.94774  0.09
46 H 5.81823 -0.56269 -1.32086  0.07
47 H 4.05340 2.64426 -2.10242  0.06
48 H 2.41298 2.00480 -2.03537  0.05
49 H 3.48757 1.56061 -3.36946  0.08
50 H 3.47621 -1.61123 -1.60106  0.08
51 H 3.06770 -0.71067 -3.06254  0.09
52 H 2.05093 -0.58006 -1.61844  0.05
53 H 3.41766 2.62418 2.54186  0.04
54 H 5.08796 2.54784 3.13395  0.08
55 H 4.08863 1.09739 3.07139  0.07
56 H 3.98038 3.57538 0.23706  0.08
57 H 5.49213 3.05881 -0.52555  0.06
58 H 5.52279 3.83139 1.05490  0.08
59 H 6.27169 0.30281 1.89093  0.08
60 H 6.94144 1.90176 1.63777  0.08
61 H 6.64609 0.85146 0.25714  0.05
62 H 5.11192 -3.40061 1.36009  0.10
63 H 4.95951 -5.86103 1.50347  0.10
64 H 2.78695 -7.00097 1.36338  0.09
65 H 0.69744 -5.70576 1.06087  0.10
66 H 0.13659 -3.09933 3.49206  0.08
67 H -0.38840 -2.24519 4.94671  0.09
68 H 0.35447 -1.34434 3.62369  0.03
69 H -2.24010 -4.08130 3.19510  0.07
70 H -3.63966 -3.01224 3.40211  0.07
71 H -2.54212 -3.30551 4.74207  0.09
72 H -1.70663 0.17893 3.77051  0.00
73 H -2.31602 -0.86539 5.05364  0.09
74 H -3.33866 -0.50816 3.67120  0.06
75 Br 0.53705 1.44678 2.82098  0.12
76 C -6.84750 1.33722 -1.90112  -0.05
77 C -5.73306 2.08222 -2.57881  -0.28
78 C -4.65451 1.40373 -3.13830  -0.04
79 C -3.60721 2.07798 -3.74304  -0.02
80 C -3.60997 3.46637 -3.77616  -0.28
81 N -2.55776 4.19810 -4.37104  0.13
82 C -1.20639 3.94456 -4.39427  -0.54
83 O -0.49920 4.38902 -5.27493  0.07
84 N -0.66052 3.16407 -3.39005  0.14
85 C -1.09178 2.95085 -2.07395  -0.22
86 C -1.85678 3.86570 -1.35891  0.01
87 C -2.21671 3.55823 -0.06149  -0.02
88 C -1.75793 2.38426 0.51253  -0.17
89 N -0.99090 1.52541 -0.15719  -0.01
90 C -0.68328 1.79450 -1.42175  -0.07
91 C -4.68638 4.15843 -3.23716  -0.03
92 C -5.73713 3.46959 -2.65447  -0.04
93 H -7.01263 0.36564 -2.36570  0.08
94 H -7.78193 1.89530 -1.94664  0.08
95 H -6.61704 1.16500 -0.84822  0.08
96 H -4.64120 0.32276 -3.11982  0.11
97 H -2.78875 1.53093 -4.19003  0.12
98 H -2.80526 4.93381 -5.01629  0.16
99 H 0.28674 2.89692 -3.61505  0.15
100 H -2.15521 4.79794 -1.81449  0.12
101 H -2.81716 4.24117 0.52105  0.11
102 H -1.96443 2.13572 1.54506  0.07
103 H -0.06572 1.06740 -1.93968  0.12
104 H -4.69298 5.24061 -3.26564  0.12
105 H -6.57032 4.02500 -2.24292  0.11

The frontier orbital gap (alpha / beta) is 6.975 / 7.555 eV. The value obtained for the highest occupied orbital energy (alpha / beta) is -6.8 / -7.5 eV. As for the multiplicity: 3. As for the total energy: -6583.148930 Ha. Its LUMO energy (alpha / beta) is 0.206 / 0.088 eV.



Entry 2:
Here is a structure of composition C37H57BGeN10S2Si3Sr in a non-equilibrium geometry from the Open Molecules 2025 dataset. Energies are from wB97M-V/def2-TZVPD.

Last column: Löwdin charge in e.
Geometry (Å):
1 Sr -0.08784 0.16805 0.41563  1.00
2 C 3.01202 0.12840 1.85761  -0.11
3 N 2.81432 -0.31575 0.47314  -0.20
4 C 3.82501 0.34723 -0.37380  -0.15
5 C 3.40754 0.58208 -1.81709  -0.20
6 N 2.30801 1.53481 -1.92403  -0.16
7 C 1.68538 1.47663 -3.23917  -0.13
8 C 2.67167 2.89857 -1.63610  -0.29
9 C 3.63993 3.54631 -2.40067  -0.04
10 C 3.89992 4.89743 -2.25446  -0.10
11 C 3.19173 5.62382 -1.30520  -0.10
12 C 2.25142 4.98879 -0.51789  -0.14
13 C 1.96084 3.62245 -0.66874  -0.65
14 S 0.70960 2.95270 0.35700  0.49
15 C 2.80403 -1.75037 0.32738  -0.27
16 C 3.63403 -2.53335 1.12994  -0.03
17 C 3.63675 -3.91483 1.05636  -0.09
18 C 2.80437 -4.54735 0.14594  -0.09
19 C 1.98982 -3.79093 -0.67382  -0.14
20 C 1.95691 -2.38962 -0.60263  -0.60
21 S 0.89384 -1.56213 -1.73260  0.55
22 H 4.06155 0.07798 2.17852  0.09
23 H 2.40553 -0.46471 2.53943  0.09
24 H 2.69400 1.16968 1.92172  0.05
25 H 4.75731 -0.23417 -0.36691  0.13
26 H 4.04218 1.31719 0.08025  0.12
27 H 3.07615 -0.35895 -2.25212  0.07
28 H 4.29443 0.91464 -2.38095  0.12
29 H 2.39406 1.67401 -4.05846  0.09
30 H 0.89123 2.22805 -3.28387  0.06
31 H 1.26029 0.48088 -3.38249  -0.01
32 H 4.19617 2.98436 -3.14340  0.11
33 H 4.63578 5.38209 -2.88357  0.10
34 H 3.37152 6.68551 -1.18723  0.10
35 H 1.69799 5.53859 0.23228  0.09
36 H 4.29547 -2.04962 1.83769  0.11
37 H 4.27782 -4.49019 1.71180  0.10
38 H 2.78287 -5.62819 0.07838  0.10
39 H 1.34785 -4.27684 -1.39640  0.09
40 C -4.31860 1.57949 1.99292  -0.04
41 C -3.39770 1.44680 0.94934  -0.18
42 N -2.51807 0.48907 1.21075  -0.06
43 N -2.85213 -0.02503 2.40917  0.01
44 C -3.92355 0.62715 2.90821  -0.06
45 B -1.95172 -1.02958 3.19174  -0.66
46 N -1.42143 -2.13675 2.25393  0.01
47 C -1.34017 -3.44350 2.58417  -0.05
48 C -1.06107 -4.15702 1.44177  -0.04
49 C -0.97944 -3.18645 0.43764  -0.19
50 N -1.18660 -1.97177 0.93345  -0.10
51 N -0.82391 -0.16426 3.80199  0.01
52 C -0.69794 0.29977 5.06536  -0.07
53 C 0.18532 1.35711 5.04872  -0.05
54 C 0.54843 1.49021 3.70583  -0.17
55 N -0.05584 0.57317 2.96157  -0.05
56 N -2.81063 -1.74434 4.24050  -0.03
57 C -4.05105 -2.25176 4.02386  -0.10
58 C -4.40195 -3.00188 5.11804  -0.07
59 C -3.28242 -2.91497 5.96475  -0.16
60 N -2.33178 -2.17131 5.42714  0.06
61 H -5.14953 2.25887 2.07211  0.10
62 H -3.32391 1.99756 0.02706  0.06
63 H -4.32581 0.40142 3.88012  0.13
64 H -1.49227 -3.78162 3.59614  0.12
65 H -0.92767 -5.21955 1.33685  0.10
66 H -0.77774 -3.31234 -0.61186  0.05
67 H -1.21801 -0.16717 5.87832  0.10
68 H 0.50664 1.95167 5.88614  0.09
69 H 1.20691 2.21451 3.25326  0.08
70 H -4.58914 -2.04970 3.11247  0.12
71 H -5.31809 -3.54204 5.28309  0.09
72 H -3.12877 -3.36246 6.93391  0.10
73 C -0.88727 4.32482 -2.78585  -0.21
74 Si -2.44093 3.28856 -2.92974  0.37
75 C -3.71302 3.85874 -1.65353  -0.22
76 C -3.25045 3.51600 -4.63408  -0.21
77 Ge -1.95836 0.85902 -2.95569  0.90
78 Si -3.70443 -0.82378 -2.53815  0.37
79 C -3.00092 -2.44110 -3.21024  -0.21
80 C -5.12206 -0.21285 -3.64606  -0.20
81 C -4.35063 -1.08247 -0.79183  -0.20
82 Si -1.00251 0.30072 -5.15743  0.37
83 C -2.46743 0.04348 -6.34572  -0.21
84 C 0.01016 -1.29025 -5.16971  -0.22
85 C 0.01717 1.72814 -5.88011  -0.21
86 H -1.13645 5.38850 -2.77338  0.05
87 H -0.19043 4.15141 -3.60933  0.02
88 H -0.37567 4.09033 -1.85063  -0.03
89 H -4.12794 4.81810 -1.96899  0.04
90 H -3.24981 4.00568 -0.67708  0.03
91 H -4.54206 3.15514 -1.54742  0.02
92 H -3.52591 4.56376 -4.76512  0.04
93 H -4.15943 2.91519 -4.72260  0.02
94 H -2.57939 3.23783 -5.44852  0.01
95 H -2.86688 -2.39482 -4.29262  0.01
96 H -3.66068 -3.28205 -2.98915  0.04
97 H -2.02723 -2.64469 -2.75642  0.01
98 H -4.77854 -0.01793 -4.66377  0.00
99 H -5.56254 0.70780 -3.25706  0.03
100 H -5.90868 -0.96778 -3.69679  0.04
101 H -3.53367 -1.33074 -0.11074  0.01
102 H -5.06789 -1.90651 -0.78466  0.04
103 H -4.85331 -0.19388 -0.40881  0.02
104 H -3.05390 -0.84040 -6.08915  0.01
105 H -2.07806 -0.09904 -7.35558  0.04
106 H -3.13785 0.90603 -6.36744  0.02
107 H -0.61202 -2.15681 -4.94073  0.02
108 H 0.81566 -1.27014 -4.43350  -0.03
109 H 0.45276 -1.44098 -6.15677  0.04
110 H -0.26001 2.69611 -5.45835  0.01
111 H -0.12703 1.78030 -6.96074  0.04
112 H 1.08079 1.57825 -5.69215  0.02

The frontier orbital gap is 3.924 eV. The value obtained for the highest occupied orbital energy is -6.9 eV. As for the total energy: -5789.218168 Ha. Its LUMO energy is -2.939 eV.



Q: Number 2 is which compound?
A: C37H57BGeN10S2Si3Sr